{"formula": "C11H22GaI2NO3P2", "method": "ωB97M-V/def2-TZVPD", "species": ["I", "I", "Ga", "P", "C", "C", "H", "H", "H", "H", "H", "H", "C", "H", "H", "H", "P", "C", "C", "H", "H", "H", "C", "H", "H", "H", "H", "H", "H", "C", "O", "O", "C", "C", "C", "C", "O", "N", "H", "H", "H", "H"], "xyz": [[0.006983, -0.760427, -2.980123], [0.004286, 3.052540, 0.013140], [0.012661, 0.694889, -0.415363], [-2.372238, 0.123422, -1.117377], [-3.123772, 0.026739, -2.791529], [-3.057229, -1.350496, -0.305300], [-4.127333, -1.378737, -0.569937], [-4.403308, 1.352330, -0.792996], [-2.931065, -1.234248, 0.784003], [-3.318671, 1.489316, 0.639826], [-2.885176, -0.943024, -3.246655], [-2.547413, -2.247870, -0.683748], [-3.369195, 1.503931, -0.456359], [-4.213962, 0.108570, -2.660612], [-3.001002, 2.457614, -0.850144], [-2.754810, 0.862595, -3.401102], [2.357487, 0.124271, -1.092876], [3.136087, 0.039137, -2.778051], [3.372860, 1.482544, -0.433909], [2.929440, -1.257631, 0.776765], [4.133418, -1.382856, -0.549786], [2.571147, -2.246698, -0.684990], [3.065650, -1.351785, -0.304282], [3.318739, 1.482107, 0.653572], [4.412626, 1.341127, -0.744764], [4.224383, 0.130915, -2.640054], [2.759271, 0.869503, -3.388213], [3.025605, 2.440039, -0.814331], [2.895918, -0.921123, -3.250478], [0.035514, -2.945986, -1.413506], [0.095931, -4.082719, -1.349345], [-2.327622, 0.466945, 2.167602], [-1.153374, 0.295449, 2.510853], [-0.768011, 0.168483, 3.977407], [0.720129, 0.165510, 3.974008], [1.114896, 0.277724, 2.511336], [2.285876, 0.429602, 2.164871], [-0.017086, 0.231136, 1.714118], [-1.190583, 1.008025, 4.529544], [-1.188964, -0.760299, 4.383775], [1.146031, 1.001626, 4.525256], [1.125874, -0.762204, 4.389768]], "forces_ev_per_angstrom": [[0.01, -0.60, -2.50], [0.01, 1.45, -0.15], [-0.21, -0.83, 0.17], [-1.29, 0.65, 0.93], [0.56, -0.16, -0.09], [0.17, 0.08, 0.09], [0.38, -0.16, 0.21], [0.22, 0.07, 0.21], [-0.17, -0.33, -0.55], [-0.14, 0.29, -0.52], [-0.14, 0.44, -0.04], [-0.29, 0.16, 0.24], [0.02, -0.11, 0.22], [0.41, 0.05, 0.07], [-0.08, -0.17, 0.13], [-0.17, -0.32, -0.02], [1.87, 0.47, 0.46], [-0.80, -0.11, 0.03], [0.05, 0.00, 0.30], [0.14, -0.27, -0.24], [-0.21, -0.05, 0.08], [0.15, -0.05, 0.12], [-0.32, 0.10, 0.10], [0.09, 0.23, -0.20], [-0.17, -0.06, 0.08], [-0.44, 0.02, 0.09], [0.19, -0.23, 0.00], [-0.05, 0.06, -0.03], [0.18, 0.37, 0.04], [0.10, -2.92, 0.83], [-0.12, 2.47, -0.31], [3.04, -0.55, 0.07], [-1.70, 0.28, 0.09], [0.03, -0.11, 0.89], [-0.09, -0.20, 1.11], [1.30, 0.27, 0.03], [-2.64, -0.46, 0.06], [-0.05, -0.13, -1.16], [-0.13, -0.01, -0.14], [-0.10, 0.21, -0.29], [0.17, 0.05, -0.13], [0.20, 0.12, -0.27]], "charge": 2, "relative_energy_kj_mol": 115.2, "e_tot_ev": -106534.978}



{"formula": "C30H24N6O4Rh", "method": "ωB97M-V/def2-TZVPD", "species": ["Rh", "O", "C", "N", "C", "C", "C", "C", "C", "C", "N", "C", "O", "C", "C", "C", "C", "C", "N", "C", "C", "C", "C", "C", "N", "H", "H", "H", "H", "H", "H", "H", "H", "H", "H", "H", "H", "O", "C", "C", "C", "C", "N", "C", "C", "C", "C", "C", "C", "O", "C", "C", "N", "H", "H", "H", "H", "H", "H", "H", "H", "H", "H", "H", "H"], "xyz": [[0.950675, 1.056156, -0.468721], [1.672616, -0.693352, -4.006428], [1.167738, 0.039529, -3.181827], [1.846133, 0.659101, -2.150793], [3.252912, 0.473631, -2.056233], [4.122694, 0.328734, -3.136055], [5.482569, 0.272112, -2.892937], [5.976811, 0.358085, -1.598314], [5.121442, 0.500873, -0.521469], [3.748263, 0.557734, -0.755443], [2.755696, 0.811143, 0.234227], [2.975790, 0.316418, 1.508088], [3.921061, -0.375539, 1.825808], [2.000482, 0.747308, 2.567076], [2.235053, 0.369246, 3.881171], [1.372866, 0.828199, 4.860618], [0.311096, 1.637216, 4.487261], [0.146443, 1.938185, 3.145367], [0.974918, 1.507233, 2.196623], [-0.290561, 0.382663, -3.298641], [-1.009930, -0.116863, -4.373338], [-2.333463, 0.261027, -4.511457], [-2.883846, 1.115982, -3.569441], [-2.092590, 1.541908, -2.515814], [-0.816719, 1.187710, -2.378152], [3.745440, 0.272616, -4.141876], [6.164736, 0.167824, -3.725785], [7.043712, 0.321045, -1.424230], [5.512258, 0.576736, 0.477933], [3.087090, -0.258066, 4.098462], [1.530206, 0.568765, 5.898903], [-0.379788, 2.031887, 5.219005], [-0.682945, 2.556954, 2.825690], [-0.511520, -0.772716, -5.072123], [-2.924364, -0.095834, -5.344243], [-3.908633, 1.451070, -3.645436], [-2.501690, 2.199358, -1.759190], [-2.288792, -4.687702, 1.266892], [-0.995887, -4.733663, 0.709421], [-0.532222, -3.332650, 0.434829], [0.729673, -3.098353, -0.094360], [1.130893, -1.805363, -0.342544], [0.329741, -0.760825, -0.083470], [-0.902404, -0.959408, 0.437792], [-1.348336, -2.241366, 0.700374], [-1.716447, 0.251920, 0.704133], [-2.988835, 0.214237, 1.245291], [-3.671640, 1.407722, 1.464580], [-5.064127, 1.364698, 2.049963], [-5.910863, 0.509817, 1.306580], [-3.048237, 2.596457, 1.120602], [-1.768300, 2.554217, 0.586284], [-1.123529, 1.413557, 0.386263], [-2.592992, -5.582665, 1.443887], [-0.981676, -5.292336, -0.233542], [-0.278356, -5.209145, 1.387745], [1.410081, -3.908908, -0.318366], [2.105884, -1.577305, -0.754422], [-2.330013, -2.409826, 1.114148], [-3.468866, -0.723017, 1.489258], [-5.469323, 2.375626, 2.139949], [-5.016709, 0.938447, 3.053131], [-6.209276, 0.964578, 0.512492], [-3.542402, 3.548200, 1.266834], [-1.239689, 3.458977, 0.307971]], "forces_ev_per_angstrom": [[0.17, -0.06, -0.58], [0.00, 0.02, 0.02], [-0.02, 0.05, 0.03], [0.19, -0.14, -0.11], [0.01, 0.06, 0.23], [0.03, 0.00, 0.10], [0.00, -0.01, -0.06], [0.04, 0.00, 0.05], [-0.05, -0.01, -0.09], [-0.17, 0.04, -0.18], [0.17, -0.11, 0.17], [0.00, 0.05, -0.02], [-0.02, 0.00, -0.03], [0.00, -0.01, -0.05], [0.00, 0.00, -0.01], [0.02, 0.00, 0.02], [-0.01, 0.00, -0.01], [0.03, -0.01, 0.05], [-0.09, 0.06, 0.00], [0.02, 0.01, 0.01], [0.00, 0.02, 0.01], [-0.01, 0.00, -0.02], [0.01, 0.00, 0.00], [-0.02, 0.01, -0.02], [0.07, -0.03, 0.21], [-0.02, 0.00, -0.03], [0.00, 0.00, 0.00], [0.00, 0.00, 0.01], [0.01, 0.01, 0.04], [0.00, 0.00, 0.00], [0.00, -0.01, 0.00], [0.00, 0.00, 0.00], [0.01, 0.01, 0.01], [0.00, 0.00, 0.00], [0.00, -0.01, 0.00], [0.00, 0.00, 0.00], [0.00, 0.00, -0.01], [0.00, 0.00, 0.00], [0.01, 0.00, 0.00], [-0.03, 0.02, 0.01], [0.03, -0.01, -0.01], [-0.01, 0.05, 0.00], [-0.03, -0.08, 0.01], [0.00, 0.03, 0.00], [0.02, -0.01, 0.00], [0.05, 0.08, -0.02], [0.03, -0.02, -0.06], [-0.02, -0.02, 0.00], [-0.01, -0.02, -0.02], [0.01, -0.01, 0.03], [0.01, 0.04, 0.03], [-0.04, -0.08, 0.03], [-0.34, 0.07, 0.27], [0.00, 0.00, 0.00], [0.01, 0.00, 0.00], [0.00, 0.00, 0.00], [0.00, 0.00, 0.00], [0.00, -0.02, 0.00], [0.00, -0.01, 0.00], [-0.02, 0.01, 0.01], [-0.01, -0.01, -0.03], [0.01, 0.03, 0.01], [0.00, 0.00, 0.00], [0.00, 0.00, 0.00], [-0.01, 0.01, 0.01]], "charge": 1, "relative_energy_kj_mol": 262.1, "e_tot_ev": -51633.299}



{"formula": "C13H15Cl2N3O2", "method": "ωB97M-V/def2-TZVPD", "species": ["C", "C", "C", "C", "N", "N", "C", "O", "C", "N", "C", "O", "C", "C", "C", "C", "Cl", "C", "C", "Cl", "H", "H", "H", "H", "H", "H", "H", "H", "H", "H", "H", "H", "H", "H", "H"], "xyz": [[-2.523343, -3.182284, 0.756503], [-2.336913, -1.670189, 0.771239], [-3.003880, -0.930120, -0.365032], [-4.025197, -1.628408, -1.202019], [-2.787179, 0.283841, -0.667688], [-1.899147, 1.037304, 0.030042], [-1.626302, 2.313005, -0.333493], [-2.136611, 2.924101, -1.239851], [-0.522657, 2.919076, 0.562324], [0.773586, 2.360519, 0.234291], [1.180604, 1.159952, 0.692220], [0.503090, 0.467720, 1.432292], [2.531867, 0.749962, 0.197034], [2.798401, 0.739111, -1.169175], [4.020591, 0.316352, -1.655619], [4.997908, -0.097548, -0.761209], [6.528732, -0.620426, -1.350412], [4.760497, -0.096230, 0.603812], [3.525208, 0.320744, 1.076654], [3.246820, 0.339551, 2.772433], [-3.572790, -3.453965, 0.833558], [-1.997450, -3.620878, 1.601881], [-2.116413, -3.614757, -0.154458], [-2.735002, -1.270754, 1.711428], [-1.263630, -1.451079, 0.763882], [-4.844866, -1.982574, -0.579519], [-4.410587, -0.933635, -1.941723], [-3.587619, -2.486863, -1.707200], [-1.351467, 0.627312, 0.790342], [-0.738123, 2.699379, 1.611698], [-0.496114, 3.996838, 0.405579], [1.340907, 2.852977, -0.436466], [2.027898, 1.043118, -1.862640], [4.216035, 0.305006, -2.715650], [5.523146, -0.416151, 1.294950]], "forces_ev_per_angstrom": [[0.05, 0.14, 0.05], [0.10, 0.08, 0.02], [0.23, 0.03, 0.23], [-0.01, 0.07, -0.05], [-0.44, 0.43, -0.75], [0.14, -0.97, 0.77], [0.26, 0.45, 0.22], [-0.04, 0.13, -0.15], [-0.36, -0.16, -0.06], [0.02, 0.29, -0.16], [0.16, 0.17, -0.17], [-0.05, -0.15, 0.20], [0.13, -0.23, 0.06], [0.03, -0.02, 0.19], [0.16, -0.04, 0.03], [-0.37, 0.13, 0.07], [0.20, -0.07, -0.07], [-0.08, 0.02, -0.01], [-0.06, 0.04, -0.38], [0.11, -0.02, 0.28], [-0.07, -0.09, -0.02], [0.01, -0.07, 0.03], [0.00, -0.10, -0.06], [0.09, 0.06, 0.01], [-0.05, 0.08, 0.07], [-0.11, -0.11, 0.01], [-0.03, 0.01, -0.03], [-0.04, -0.14, -0.04], [-0.08, 0.18, -0.23], [0.06, 0.09, -0.07], [-0.06, -0.14, -0.01], [0.06, -0.07, 0.11], [-0.08, 0.03, -0.07], [0.04, -0.02, -0.09], [0.07, -0.02, 0.06]], "smiles": "CC/C(C)=N\\NC(=O)CNC(=O)c1ccc(Cl)cc1Cl", "charge": 0, "relative_energy_kj_mol": 0.0, "e_tot_ev": -47334.932}